Density functional theory data (the ωB97M-V functional and the def2-TZVPD basis) for C5H8 in the gas phase in a non-equilibrium geometry.

The calculation puts the molar mass at 68.12 g/mol. The value obtained for the HOMO energy is -0.3250 Eh. For the energy above the lowest of the compared OMol25 structures with the same formula, charge and spin, the calculation gives 20.1 kcal/mol. The SMILES is C=C/C=C/C. For the lowest unoccupied orbital energy, the calculation gives 1.27 eV. The HOMO-LUMO gap comes out at 10.110 eV.

Geometry as XYZ:
```
13
C5H8 (the ωB97M-V functional and the def2-TZVPD basis)
C 1.6185 1.8983 0.0863
C 0.4290 1.3725 0.3251
C 0.0435 0.0585 -0.2913
C -0.7362 -0.8242 0.3210
C -1.1944 -2.1082 -0.3389
H 1.9075 2.8509 0.4842
H 2.3311 1.4529 -0.5957
H -0.3534 1.7718 0.9560
H 0.3125 -0.0126 -1.3402
H -1.0052 -0.7263 1.3674
H -2.2207 -2.3338 -0.0364
H -0.5566 -2.8979 0.0245
H -1.2136 -2.0393 -1.4246
```

---

Density functional theory data (the ωB97M-V functional and the def2-TZVPD basis) for 2 unconnected molecules or ions with the total composition C4H8N2O in a non-equilibrium geometry.

The calculation puts the molar mass at 100.12 g/mol. The value obtained for the HOMO energy (spin up / spin down) is -0.2906 / -0.3618 Eh. For the energy above the lowest of the compared OMol25 structures with the same formula, charge and spin, the calculation gives 20.3 kcal/mol. Its multiplicity is 3. For the lowest unoccupied orbital energy (spin up / spin down), the calculation gives 0.95 / -0.70 eV. The HOMO-LUMO gap (spin up / spin down) comes out at 8.852 / 9.145 eV.

Geometry as XYZ:
```
15
C4H8N2O (the ωB97M-V functional and the def2-TZVPD basis)
C 0.7776 0.4707 -0.9333
C 1.8637 0.0087 -0.3080
C -0.3945 -0.1081 -0.1944
C -1.2018 -1.1065 -1.0534
N 0.2121 -0.7764 0.9371
N -0.1736 1.2891 2.5223
O 1.5260 -0.7464 0.7722
H 0.7127 1.0972 -1.7980
H 2.9126 0.1140 -0.4990
H -1.1124 0.6408 0.1488
H -1.8949 -1.6431 -0.4109
H -0.5378 -1.8188 -1.5350
H -1.7562 -0.5623 -1.8104
H 0.2356 1.9189 1.8317
H -1.1692 1.2222 2.3302
```

---

Density functional theory data (the ωB97M-V functional and the def2-TZVPD basis) for 9 unconnected molecules or ions with the total composition C30H41FO27 in a non-equilibrium geometry.

The calculation puts the molar mass at 852.63 g/mol. The value obtained for the HOMO energy is -0.3890 Eh. For the energy above the lowest of the compared OMol25 structures with the same formula, charge and spin, the calculation gives 0.0 kcal/mol. The SMILES is O=C1OC[C@@H](F)O1.C[C@H]1COC(=O)O1.C[C@H]1COC(=O)O1.C[C@H]1COC(=O)O1.O=C1OCCO1.O=C1OCCO1.O=C1OCCO1.O=C1OCCO1.O=C1OCCO1. For the lowest unoccupied orbital energy, the calculation gives -0.11 eV. The HOMO-LUMO gap comes out at 10.478 eV.

Geometry as XYZ:
```
99
C30H41FO27 (the ωB97M-V functional and the def2-TZVPD basis)
C 2.2778 -5.5059 -0.5723
C 0.7747 -5.5489 -0.2514
O 0.7481 -5.7790 1.1608
C 1.8931 -5.2762 1.6794
O 2.1899 -5.3358 2.8294
O 2.7555 -4.9995 0.6855
H 2.3860 -4.7212 -1.3143
H 2.7730 -6.4605 -0.7164
H 0.2543 -6.3988 -0.6911
H 0.2863 -4.6232 -0.5463
C 4.6639 -2.9485 2.0094
C 3.9643 -2.7131 3.3597
O 4.6802 -1.5823 3.8943
C 5.6124 -1.1498 3.0339
O 6.4010 -0.2798 3.2349
O 5.5118 -1.8075 1.8522
H 4.0158 -2.9426 1.1348
H 5.1780 -3.9088 1.9750
H 4.2217 -3.5584 3.9901
H 2.9050 -2.4977 3.3114
C -6.1031 1.3109 -2.1932
C -5.1318 1.8907 -3.2143
O -3.9956 1.0281 -3.1650
C -4.0709 0.2764 -2.0609
O -3.2979 -0.5664 -1.7363
O -5.2988 0.3572 -1.4706
H -6.9910 0.8047 -2.5771
H -6.4865 2.0390 -1.4793
H -4.7900 2.8376 -2.7788
H -5.5502 2.1313 -4.1840
C 0.9540 -1.0284 4.8292
C 0.2006 -1.3677 3.5458
O -0.7862 -2.3101 3.9551
C -0.4916 -2.7422 5.2167
O -1.1141 -3.5827 5.7764
O 0.5617 -2.0821 5.7195
H 0.7810 -0.1011 5.3763
H 2.0199 -0.9888 4.5842
H 0.8048 -1.7065 2.7107
H -0.3229 -0.4645 3.2207
C 0.4938 0.6755 -0.8373
C -0.4812 0.0629 0.1671
O -0.0983 -1.3115 0.1974
C 1.1466 -1.4231 -0.3026
O 1.8221 -2.3984 -0.2080
O 1.5916 -0.2482 -0.7873
H 0.8832 1.5542 -0.3253
H 0.0221 0.8078 -1.8054
H -1.4967 0.3687 -0.0852
H -0.3735 0.4204 1.1945
C -4.0529 1.2808 3.0903
C -4.5371 1.3851 1.6849
C -5.5197 2.4906 1.3525
O -4.6633 3.4723 0.7056
C -3.5668 2.8461 0.2456
O -2.7719 3.3293 -0.5010
O -3.4641 1.5952 0.7366
H -3.3607 0.4536 3.2347
H -4.9044 1.1258 3.7526
H -3.5284 2.1972 3.3759
H -4.9528 0.4270 1.3635
H -5.9418 2.9807 2.2260
H -6.2930 2.2158 0.6421
C -1.1426 -0.6982 -4.3655
C -0.7125 -2.0356 -4.8856
C -1.8814 -3.0297 -5.0352
O -2.2814 -2.7844 -6.3961
C -1.3264 -2.0912 -7.0418
O -1.3994 -1.6627 -8.1443
O -0.2353 -1.9414 -6.2260
H -1.4369 -0.7522 -3.3100
H -2.1110 -0.3852 -4.7688
H -0.3424 0.0285 -4.4617
H 0.0538 -2.5030 -4.2661
H -2.6292 -2.7720 -4.2898
H -1.5802 -4.0747 -5.0367
C 5.2928 3.3921 3.1073
C 4.0482 3.2772 2.2420
C 4.3300 2.7291 0.8133
O 3.4353 1.6483 0.6673
C 2.8874 1.3401 1.8610
O 2.2274 0.3719 2.0714
O 3.1295 2.3104 2.7584
H 6.0258 3.9975 2.5789
H 5.6363 2.4441 3.5130
H 4.9748 3.9688 3.9844
H 3.5470 4.2415 2.1634
H 5.3774 2.4580 0.6818
H 4.1139 3.5077 0.0798
C 1.1665 4.7884 -2.6778
C -0.1758 5.5689 -2.5506
O -1.1120 4.6790 -3.0961
C -0.5941 3.4345 -3.0753
O -1.1569 2.4608 -3.4378
O 0.7170 3.4489 -2.6937
F -0.1984 6.7495 -3.1965
H 1.6927 5.0134 -1.7550
H 1.6748 5.1293 -3.5790
H -0.3515 5.7364 -1.4842
```